No. 1
# C27H27IrN7OS

C27H27IrN7OS as an isolated structure (the ωB97M-V functional and the def2-TZVPD basis, the OMol25 dataset).

Computed properties:
Multiplicity: 2
Expectation value of S²: 0.7596
Net charge: +2
E, eV: -54577.99631

Each line ends with the Löwdin spin population.
Positions of all 64 atoms, in Å:
1 Ir 0.108 0.037 -0.567  0.340
2 S -0.187 2.054 -1.499  0.458
3 O 0.302 -1.821 0.178  0.018
4 N -1.931 -0.276 -0.126  0.002
5 N -0.684 3.438 1.005  0.006
6 N 2.157 0.034 -0.818  0.003
7 N -0.127 -0.625 -2.459  -0.007
8 N 0.755 0.580 1.418  -0.002
9 N -0.331 0.252 -3.514  0.071
10 N -0.564 2.458 -4.099  -0.009
11 C 2.801 0.112 -1.992  0.002
12 C 2.023 -0.208 1.564  0.000
13 C -2.411 -0.195 1.133  0.001
14 C 1.168 2.022 1.640  0.001
15 C 4.236 -0.105 0.322  0.000
16 C -0.010 -1.870 -2.811  0.027
17 C -0.038 3.464 3.304  0.001
18 C -1.635 4.324 1.286  0.001
19 C -1.853 4.824 2.563  0.000
20 C 0.534 -5.347 -0.512  0.013
21 C 0.190 -2.994 -1.955  0.002
22 C 0.322 -2.937 -0.546  0.001
23 C -1.640 0.506 2.220  0.000
24 C -4.504 -1.167 0.442  0.002
25 C -3.687 -0.653 1.431  0.000
26 C 4.907 -0.040 -0.889  0.002
27 C 0.488 -4.137 0.151  0.007
28 C -4.022 -1.196 -0.856  0.000
29 C 2.856 -0.073 0.327  0.001
30 C -0.377 1.496 -3.180  0.037
31 C 0.243 -4.251 -2.603  0.015
32 C 0.414 -5.416 -1.901  0.003
33 C 4.177 0.071 -2.064  0.001
34 C -2.741 -0.752 -1.092  0.001
35 C -1.036 4.388 3.590  0.000
36 C 0.095 3.012 2.001  0.000
37 C -0.198 0.087 2.454  0.000
38 H 1.899 2.015 2.451  0.000
39 H 4.663 0.134 -3.027  0.000
40 H 1.756 -1.254 1.682  0.000
41 H -1.714 1.573 2.028  0.000
42 H 5.988 -0.068 -0.916  0.000
43 H 2.190 0.213 -2.878  0.000
44 H -2.174 0.339 3.155  0.000
45 H -0.130 -0.999 2.457  0.000
46 H -4.037 -0.585 2.451  0.000
47 H -4.617 -1.562 -1.680  0.000
48 H -0.680 2.207 -5.067  -0.001
49 H 0.665 -6.256 0.061  0.000
50 H -0.576 3.430 -3.845  -0.001
51 H -5.498 -1.523 0.677  0.000
52 H 0.133 0.446 3.433  0.000
53 H 0.630 3.115 4.081  0.000
54 H 4.774 -0.184 1.256  0.000
55 H 0.578 -4.092 1.229  0.000
56 H -1.164 4.763 4.597  0.000
57 H -2.246 4.654 0.453  0.000
58 H -0.096 -2.056 -3.878  0.000
59 H 2.571 0.116 2.449  0.000
60 H 0.142 -4.280 -3.681  0.000
61 H -2.346 -0.769 -2.092  0.000
62 H 0.451 -6.367 -2.412  0.000
63 H -2.638 5.546 2.738  0.000
64 H 1.677 2.349 0.733  0.002


No. 2
# C27H27N8O3PRhS2

C27H27N8O3PRhS2 as an isolated structure (the ωB97M-V functional and the def2-TZVPD basis, the OMol25 dataset).

Computed properties:
Multiplicity: 5
Expectation value of S²: 6.0489
Net charge: +1
E, eV: -80462.51188

Each line ends with the Löwdin spin population.
Positions of all 69 atoms, in Å:
1 Rh 0.095 0.019 -0.064  2.163
2 S 2.195 -0.390 1.062  0.291
3 S -0.141 0.439 2.552  0.382
4 P 0.290 0.198 -2.436  0.096
5 O -2.091 -2.091 -1.505  0.005
6 O 0.394 -2.446 2.365  0.026
7 O 0.009 -2.485 0.176  0.044
8 N -0.800 -4.855 0.059  0.001
9 N -3.023 1.486 1.192  0.002
10 N 4.927 0.770 3.052  0.157
11 N 0.324 2.344 -0.352  0.071
12 N -4.425 -0.095 0.138  0.003
13 N 0.474 1.890 -2.631  0.010
14 N -2.213 -0.295 -0.082  0.067
15 N 1.504 2.709 5.052  0.157
16 C 0.808 0.250 -5.152  0.005
17 C 3.117 0.412 -2.099  0.011
18 C 0.588 -0.057 -6.481  0.002
19 C 0.425 2.795 -1.609  0.007
20 C 3.797 0.904 3.201  0.034
21 C -0.478 -0.871 -6.834  -0.001
22 C 2.173 -1.800 -2.260  0.017
23 C 1.917 1.929 4.316  0.032
24 C 0.315 3.230 0.647  0.008
25 C -2.722 -1.311 -0.828  0.005
26 C 4.367 -0.150 -1.901  -0.001
27 C 1.565 0.411 2.441  0.015
28 C -0.142 -4.562 1.325  0.004
29 C -5.695 0.512 0.441  0.001
30 C 2.012 -0.414 -2.282  0.019
31 C -3.220 0.391 0.459  0.007
32 C 0.113 -3.057 1.372  0.003
33 C -0.052 -0.241 -4.173  0.030
34 C 0.408 4.590 0.455  0.005
35 C 3.421 -2.354 -2.054  0.000
36 C 2.407 1.044 3.346  0.281
37 C 0.488 4.172 -1.892  0.004
38 C 0.491 5.070 -0.851  0.000
39 C -1.315 -1.386 -5.858  0.000
40 C -1.107 -1.071 -4.524  0.002
41 C 4.518 -1.528 -1.859  0.018
42 C -4.247 -1.275 -0.669  0.003
43 H 0.543 6.130 -1.045  0.000
44 H 3.007 1.488 -2.099  0.001
45 H -0.644 -1.118 -7.871  0.000
46 H 1.304 -2.429 -2.396  0.001
47 H -5.949 0.404 1.498  0.000
48 H 5.487 -1.958 -1.654  0.001
49 H -4.610 -2.172 -0.156  0.000
50 H -2.071 1.642 1.496  0.003
51 H -6.463 0.021 -0.150  0.000
52 H -0.541 -5.757 -0.318  0.000
53 H -5.677 1.571 0.179  0.000
54 H 1.253 0.327 -7.240  0.000
55 H -0.336 -3.177 -0.458  0.001
56 H 0.835 -5.055 1.370  0.000
57 H 0.406 5.259 1.299  0.001
58 H 3.539 -3.426 -2.038  0.000
59 H 1.667 0.843 -4.872  0.000
60 H 0.477 2.277 -3.569  0.001
61 H -1.808 -4.839 0.157  0.000
62 H 0.538 4.505 -2.919  0.001
63 H 5.227 0.490 -1.767  0.000
64 H -0.705 -4.845 2.223  0.000
65 H -2.129 -2.040 -6.132  0.000
66 H 0.223 2.827 1.647  0.006
67 H -3.760 1.836 1.781  0.000
68 H -1.739 -1.482 -3.752  0.001
69 H -4.747 -1.206 -1.637  0.000


No. 3
# C27H28As2N3O2Ti

C27H28As2N3O2Ti as an isolated structure (the ωB97M-V functional and the def2-TZVPD basis, the OMol25 dataset).

Computed properties:
Multiplicity: 2
Expectation value of S²: 0.8064
Net charge: +4
E, eV: -181769.50459

Each line ends with the Löwdin spin population.
Positions of all 63 atoms, in Å:
1 As -1.984 0.232 -0.718  -0.005
2 As 1.754 -0.853 -0.387  0.047
3 Ti 0.838 1.213 1.252  0.197
4 O -0.858 1.156 1.778  -0.069
5 O 1.692 2.917 1.011  0.003
6 N 3.112 4.388 0.042  0.000
7 N -0.697 0.358 0.651  -0.092
8 N 2.061 4.905 2.025  0.000
9 C 5.388 -2.943 -0.697  0.101
10 C -3.743 4.251 -2.177  -0.001
11 C -0.737 -0.601 -1.958  0.001
12 C -4.489 3.416 -1.355  0.000
13 C -2.644 1.891 -1.296  -0.002
14 C -3.346 -1.337 1.269  0.000
15 C -5.193 -2.324 -0.592  0.000
16 C 2.091 -0.488 3.774  0.002
17 C 1.028 -2.419 2.031  0.005
18 C 4.535 -2.585 -3.001  0.089
19 C 4.312 -2.273 -0.192  0.042
20 C 5.513 -3.110 -2.109  0.323
21 C 2.291 4.078 1.026  0.000
22 C 3.461 -1.919 -2.491  0.051
23 C -3.944 2.223 -0.906  -0.001
24 C 0.923 -2.561 3.415  0.000
25 C -2.445 3.911 -2.558  0.000
26 C 0.203 -1.641 -1.327  0.019
27 C -4.198 -1.458 -1.016  0.000
28 C 2.208 -0.332 2.384  0.001
29 C -4.354 -2.199 1.674  0.000
30 C -5.268 -2.689 0.748  0.000
31 C -1.883 2.728 -2.119  0.000
32 C 3.320 -1.774 -1.079  0.265
33 C 1.436 -1.598 4.282  0.002
34 C -3.281 -0.982 -0.076  -0.001
35 C 1.684 -1.319 1.504  0.011
36 H 0.606 -3.183 1.389  0.000
37 H -4.526 1.562 -0.276  0.000
38 H 4.200 -2.156 0.878  -0.001
39 H -4.157 -1.159 -2.058  0.000
40 H -1.887 4.566 -3.213  0.000
41 H 2.494 5.817 2.078  0.000
42 H 4.659 -2.719 -4.068  0.001
43 H -0.316 -2.293 -0.623  0.001
44 H -1.370 -1.100 -2.696  0.000
45 H 2.540 0.237 4.442  0.000
46 H -4.178 5.175 -2.536  0.000
47 H 0.605 -2.283 -2.112  0.000
48 H -4.435 -2.481 2.715  0.000
49 H 2.926 0.414 2.008  0.000
50 H -5.913 -2.704 -1.303  0.000
51 H 1.344 -1.731 5.352  0.000
52 H 6.369 -3.644 -2.506  0.011
53 H 2.715 -1.509 -3.162  -0.001
54 H 3.261 3.743 -0.716  0.000
55 H 0.435 -3.438 3.823  0.000
56 H 6.147 -3.358 -0.047  0.002
57 H 3.586 5.279 0.000  0.000
58 H -6.054 -3.358 1.075  0.000
59 H -0.883 2.454 -2.437  0.000
60 H -5.497 3.687 -1.071  0.000
61 H -2.646 -0.941 1.994  0.000
62 H -0.204 0.190 -2.487  0.001
63 H 1.392 4.671 2.742  0.000


Relative energy (zero: lowest compared OMol25 entry of this formula, charge and spin) list, top to bottom, in kJ/mol: 6.3 41.3 0.0
Strongest force on any atom list, top to bottom, in Eh/bohr: 0.0043 0.0444 0.0158